Here is a 9-piece molecular cluster, C33H74F4N21O13P2 overall in a non-equilibrium geometry from the Open Molecules 2025 dataset. Energies are from wB97M-V/def2-TZVPD.

Positions of all 147 atoms, in Å:
C  0.18597  -4.32509  0.70621
C  -0.15766  -3.51666  -0.42231
C  -0.29129  -2.69568  -1.89023
P  -1.97805  -3.35019  -2.46677
N  -1.69060  -4.64928  -3.45645
O  -3.01448  -2.41409  -3.44312
O  -2.90632  -4.10092  -1.14603
N  0.70203  -3.20129  -2.79666
P  1.53799  -4.72229  -2.64888
N  2.73619  -4.74256  -1.26099
O  0.51320  -6.07779  -2.09511
C  1.49362  -2.32542  -3.68781
C  1.26133  -2.57623  -5.32720
O  2.51203  -3.03802  -5.94518
C  3.44383  -1.95400  -6.25411
F  2.87700  -0.79771  -6.98243
F  4.21333  -1.41828  -5.10699
F  4.47910  -2.55302  -7.17843
C  1.54171  -0.71723  -3.31018
N  0.26467  -0.19832  -2.62639
C  -0.66430  -0.20356  -3.81687
C  -1.92448  0.81360  -3.88996
C  -2.24998  1.39532  -5.42802
C  0.62456  1.22202  -2.21503
C  1.10056  2.24301  -3.38730
C  0.88298  3.77506  -2.73876
F  2.58487  2.21877  -3.67658
C  -0.18858  -1.07729  -1.42771
C  -1.45536  -0.52241  -0.62491
C  -2.85953  0.07916  -0.85801
C  -4.21637  -0.78194  -1.15303
C  -5.53446  -0.09102  -0.38091
C  -6.95648  -0.36377  -1.14454
O  -7.47643  -1.65566  -0.67095
C  -7.07243  -2.73929  -1.57917
C  0.98515  -1.16679  -0.19903
C  0.63337  -0.75237  1.39201
C  1.79070  -0.82462  2.52707
C  3.16648  -1.35401  1.88212
N  3.62992  -1.81969  0.57829
C  2.50810  -1.70668  -0.37520
H  0.45773  -5.34666  1.26290
H  -2.13354  -4.51204  -4.38457
H  -2.80314  -2.42362  -4.42778
H  -3.84885  -4.13410  -1.50499
H  3.60115  -4.27952  -1.67398
H  2.99161  -5.76917  -1.18677
H  0.25892  -6.51950  -2.96402
H  2.63150  -2.67030  -3.53838
H  0.75531  -1.65593  -5.84169
H  0.51523  -3.50780  -5.36890
H  2.51585  -0.39553  -2.69356
H  1.81210  -0.22402  -4.33307
H  -0.94892  -1.29518  -4.20962
H  -0.13096  0.20089  -4.81853
H  -1.89478  1.76132  -3.21478
H  -2.90498  0.18159  -3.63211
H  -3.14174  2.16461  -5.43174
H  -1.26227  1.83307  -5.88267
H  -2.57294  0.41373  -6.02622
H  1.47278  1.27709  -1.38010
H  -0.31263  1.77596  -1.72005
H  0.46986  2.25090  -4.37053
H  1.87925  4.42390  -2.85041
H  -0.05457  4.32037  -3.17685
H  0.71825  3.69035  -1.56169
H  -1.68854  -1.34136  0.22137
H  -0.96989  0.47069  -0.13891
H  -2.99456  1.10769  -1.45591
H  -3.19283  0.49058  0.23333
H  -4.21298  -1.89145  -0.81121
H  -4.47583  -0.61864  -2.30216
H  -5.53666  -0.31934  0.77639
H  -5.33863  1.08370  -0.46481
H  -7.70073  0.49452  -0.78075
H  -6.83391  -0.26513  -2.30304
H  -8.08267  -3.26824  -1.93025
H  -6.44974  -2.40048  -2.51126
H  -6.43758  -3.50142  -0.95387
H  -0.41147  -0.38295  1.76755
H  1.63721  -0.52031  3.66733
H  4.04905  -1.37358  2.68996
H  2.82864  -2.12102  -1.42755
C  -3.87247  2.69689  2.45015
O  -4.08432  1.92823  1.52552
N  -4.53297  2.62709  3.62004
N  -2.95947  3.68248  2.38187
H  -4.37245  3.25092  4.39281
H  -5.22911  1.89901  3.71302
H  -2.43983  3.76992  1.51830
H  -2.77074  4.32520  3.13255
C  0.60771  4.23639  2.93876
O  -0.35933  4.19159  2.19480
N  1.56253  3.28875  2.94850
N  0.80507  5.23750  3.81538
H  2.36596  3.30832  3.55366
H  1.45213  2.51727  2.30355
H  0.10954  5.97169  3.84027
H  1.59502  5.29196  4.43605
C  -3.71913  6.68693  4.99499
O  -2.86085  6.18880  4.28373
N  -4.76060  7.38061  4.50110
N  -3.70024  6.58663  6.33634
H  -5.47712  7.79804  5.07071
H  -4.81254  7.47972  3.49570
H  -2.93302  6.07232  6.74897
H  -4.39787  6.98983  6.93881
C  5.22436  -1.15223  5.63232
O  4.53283  -1.47127  4.67803
N  5.06827  -1.68951  6.85573
N  6.20444  -0.23485  5.54580
H  5.62787  -1.43965  7.65356
H  4.34117  -2.38444  6.96406
H  6.35526  0.19416  4.64213
H  6.78443  0.04102  6.32022
C  9.35596  -1.19563  4.79175
O  8.50282  -0.33611  4.63672
N  9.27448  -2.13709  5.74925
N  10.45389  -1.27824  4.01886
H  9.96681  -2.85284  5.89237
H  8.46330  -2.11067  6.35309
H  10.55404  -0.58835  3.28577
H  11.16733  -1.97871  4.13100
C  1.14028  -7.82976  -6.09593
O  0.01405  -8.04138  -5.67463
N  1.74556  -6.63347  -5.98506
N  1.87683  -8.77402  -6.70871
H  2.67221  -6.44008  -6.32568
H  1.22549  -5.89475  -5.52991
H  1.45831  -9.68914  -6.81270
H  2.80591  -8.61893  -7.06224
C  5.94002  1.04305  -1.18681
O  6.93793  0.45564  -0.79976
N  5.07853  0.50874  -2.07120
N  5.61256  2.27722  -0.76348
H  4.25167  0.97689  -2.40169
H  5.28811  -0.41926  -2.41506
H  6.23463  2.71566  -0.09699
H  4.79518  2.77702  -1.07056
C  -7.26740  6.97922  8.24767
O  -6.28708  7.43866  7.68326
N  -7.21807  6.46868  9.49133
N  -8.48476  6.94248  7.67644
H  -8.01440  6.08598  9.97248
H  -6.32017  6.47713  9.95723
H  -8.56566  7.31697  6.74016
H  -9.30382  6.56829  8.12516

- orbital gap (hartree) = 0.290
- HOMO level (eV) = -10.24
- net charge = +1
- strongest force on any atom (eV Å⁻¹) = 10.373